Record 1
Computed, not measured: a structure of composition C49H30BrCaF4N5O2PS, with wB97M-V/def2-TZVPD.

Summary:
Gap between HOMO and LUMO, eV: 6.019
Relative energy (zero: lowest compared OMol25 entry of this formula, charge and spin), kJ/mol: 56.8
Lowest unoccupied orbital energy, Eh: 0.0728
DFT total energy, Eh: -6700.37779

Structure (ORCA input):
```
! wB97M-V def2-TZVPD RIJCOSX def2/J DEFGRID3
* xyz -1 1
Ca -0.165 -0.311 -0.234
O -4.330 -0.946 0.367
C -3.279 -0.287 0.336
N -2.155 -0.406 1.042
C -2.095 -1.325 2.101
C -3.212 -1.594 2.903
C -3.133 -2.399 4.028
C -1.924 -2.971 4.372
C -0.809 -2.761 3.574
C -0.866 -1.973 2.414
N 0.214 -1.805 1.527
C 1.296 -2.574 1.595
O 1.651 -3.413 2.441
C 2.237 -2.447 0.400
C 3.118 -3.507 0.176
C 3.961 -3.454 -0.917
C 3.912 -2.346 -1.759
C 3.003 -1.347 -1.467
N 2.183 -1.393 -0.416
C -3.232 0.836 -0.695
C -4.314 0.961 -1.566
C -4.337 2.000 -2.475
C -3.284 2.905 -2.476
C -2.245 2.695 -1.588
N -2.191 1.675 -0.730
H -4.153 -1.140 2.638
H -4.020 -2.567 4.629
H -1.838 -3.597 5.254
H 0.128 -3.228 3.822
H 3.108 -4.329 0.876
H 4.645 -4.269 -1.123
H 4.547 -2.266 -2.631
H 2.915 -0.474 -2.104
H -5.105 0.232 -1.481
H -5.163 2.113 -3.166
H -3.258 3.753 -3.148
H -1.411 3.386 -1.567
F 1.927 6.073 4.880
C 2.108 4.981 4.138
C 3.335 4.349 4.122
F 4.343 4.825 4.855
C 3.500 3.223 3.336
F 4.707 2.649 3.360
C 2.481 2.697 2.550
P 2.703 1.192 1.493
C 3.260 -0.032 2.705
C 4.231 -0.974 2.379
C 4.520 -2.010 3.255
C 3.833 -2.127 4.451
C 2.847 -1.206 4.772
C 2.560 -0.165 3.904
C 4.182 1.557 0.474
C 3.923 1.816 -0.870
C 4.949 2.110 -1.759
C 6.260 2.115 -1.312
C 6.537 1.824 0.018
C 5.510 1.551 0.907
C 1.239 3.346 2.596
Br -0.285 2.720 1.662
C 1.068 4.475 3.378
F -0.105 5.112 3.428
H 4.756 -0.915 1.431
H 5.264 -2.747 2.979
H 4.040 -2.954 5.119
H 2.279 -1.310 5.688
H 1.764 0.528 4.152
H 2.904 1.767 -1.229
H 4.713 2.320 -2.795
H 7.070 2.333 -1.998
H 7.564 1.808 0.365
H 5.742 1.313 1.935
S 0.606 1.034 -5.075
C 0.941 2.503 -4.222
C 1.317 3.747 -4.716
C 1.551 4.769 -3.816
C 1.413 4.553 -2.442
C 1.035 3.319 -1.953
C 0.787 2.272 -2.845
N 0.420 0.983 -2.499
C 0.309 0.215 -3.548
C -0.012 -1.211 -3.518
C 0.127 -1.967 -4.694
C -0.127 -3.323 -4.664
C -0.517 -3.911 -3.462
C -0.650 -3.143 -2.314
C -0.409 -1.759 -2.281
H 1.426 3.910 -5.781
H 1.845 5.746 -4.179
H 1.606 5.365 -1.752
H 0.920 3.150 -0.888
H 0.446 -1.513 -5.628
H -0.019 -3.921 -5.561
H -0.713 -4.978 -3.429
H -0.959 -3.648 -1.402
*
```

=====

Record 2
Computed, not measured: a cluster of 9 separate species, C57H77Cl2IN13O3P2SSi in total, with wB97M-V/def2-TZVPD.

Summary:
Gap between HOMO and LUMO, eV: 6.385
Lowest unoccupied orbital energy, Eh: -0.1614
DFT total energy, Eh: -5743.53360

Structure (ORCA input):
```
! wB97M-V def2-TZVPD RIJCOSX def2/J DEFGRID3
* xyz 1 1
C 7.996 1.865 3.031
C 6.636 1.398 2.179
O 7.011 0.147 1.484
C 6.264 2.640 1.122
N 4.975 2.328 0.331
C 3.785 2.957 1.087
C 2.418 2.312 0.465
O 1.189 2.376 1.164
C 1.008 1.766 2.459
Si 1.208 3.334 3.627
C -0.223 3.723 4.804
C 1.475 4.964 2.560
C 2.809 3.229 4.743
N -0.436 1.204 2.488
C -0.778 0.553 3.805
N -1.897 0.928 4.560
Cl -3.100 2.091 4.003
C -2.240 0.427 5.945
C -3.792 -0.183 6.070
N -4.013 -1.369 6.783
N 0.168 -0.506 4.287
P -0.366 -2.099 4.606
O 0.395 -3.403 3.708
Cl -2.358 -2.203 3.716
C 1.592 -0.116 4.376
P 2.862 -1.318 5.092
S 4.494 -1.581 3.993
C 1.939 0.486 2.847
C 1.998 -0.751 1.799
C 1.038 -0.833 0.523
C 1.982 -1.262 -0.796
I -0.494 -2.437 0.526
H 8.297 1.013 3.773
H 8.868 2.015 2.257
H 7.719 2.886 3.530
H 5.756 1.152 2.910
H 7.813 -0.253 1.969
H 6.201 3.659 1.708
H 7.134 2.624 0.313
H 4.918 1.268 0.405
H 3.990 2.724 2.214
H 3.855 4.118 0.877
H 2.770 1.250 0.046
H 2.255 2.931 -0.550
H -1.139 4.119 4.155
H -0.520 2.909 5.590
H 0.099 4.674 5.453
H 2.600 5.169 2.317
H 1.115 5.880 3.236
H 0.759 4.954 1.632
H 3.269 4.318 4.821
H 2.552 2.895 5.845
H 3.619 2.490 4.346
H -1.001 2.025 2.230
H -1.437 -0.234 6.467
H -2.295 1.417 6.615
H -4.728 0.303 5.560
H -3.105 -1.730 7.164
H 1.386 -3.381 3.749
H 1.597 0.757 5.197
H 3.435 -0.788 6.345
H 2.316 -2.609 5.538
H 3.049 0.910 2.968
H 3.122 -0.786 1.387
H 1.895 -1.747 2.414
H 0.457 0.116 0.184
H 1.360 -1.967 -1.531
H 2.256 -0.310 -1.460
H 2.928 -1.882 -0.488
N -1.221 -6.594 5.317
C -1.634 -7.880 5.283
C -2.747 -8.314 4.582
C -3.487 -7.373 3.874
C -3.089 -6.040 3.891
C -1.959 -5.704 4.619
H -1.025 -8.576 5.854
H -3.031 -9.360 4.587
H -4.367 -7.675 3.313
H -3.644 -5.283 3.350
H -1.605 -4.677 4.660
N -4.999 1.485 -0.017
C -5.633 0.481 -0.661
C -5.603 -0.841 -0.247
C -4.875 -1.156 0.895
C -4.210 -0.144 1.580
C -4.303 1.149 1.090
H -6.185 0.777 -1.549
H -6.133 -1.606 -0.802
H -4.827 -2.182 1.250
H -3.634 -0.357 2.473
H -3.804 1.974 1.591
N 0.280 3.836 -3.171
C 0.108 5.145 -3.458
C -0.960 5.900 -3.001
C -1.913 5.276 -2.202
C -1.764 3.928 -1.890
C -0.660 3.258 -2.392
H 0.876 5.585 -4.087
H -1.047 6.949 -3.261
H -2.765 5.835 -1.826
H -2.489 3.413 -1.271
H -0.497 2.206 -2.174
N -7.864 0.817 -3.553
C -8.834 1.576 -4.108
C -8.896 1.884 -5.457
C -7.900 1.387 -6.292
C -6.886 0.604 -5.750
C -6.912 0.348 -4.389
H -9.587 1.943 -3.415
H -9.701 2.496 -5.848
H -7.914 1.608 -7.355
H -6.095 0.202 -6.374
H -6.144 -0.261 -3.919
N 2.437 -1.166 -4.237
C 1.954 -1.955 -5.222
C 2.656 -2.266 -6.375
C 3.932 -1.734 -6.532
C 4.457 -0.917 -5.536
C 3.679 -0.666 -4.417
H 0.953 -2.343 -5.055
H 2.220 -2.907 -7.132
H 4.513 -1.955 -7.423
H 5.447 -0.487 -5.629
H 4.045 -0.037 -3.611
N -1.886 -8.654 -0.263
C -0.933 -9.557 -0.582
C 0.187 -9.804 0.197
C 0.343 -9.079 1.373
C -0.621 -8.141 1.728
C -1.708 -7.967 0.886
H -1.098 -10.095 -1.511
H 0.919 -10.543 -0.107
H 1.208 -9.244 2.009
H -0.529 -7.560 2.639
H -2.489 -7.250 1.122
N 1.906 -4.659 -8.962
C 1.494 -5.945 -8.996
C 0.380 -6.379 -9.697
C -0.360 -5.438 -10.405
C 0.039 -4.105 -10.388
C 1.169 -3.769 -9.660
H 2.102 -6.641 -8.425
H 0.097 -7.426 -9.692
H -1.239 -5.740 -10.966
H -0.517 -3.348 -10.929
H 1.522 -2.742 -9.619
N -0.834 10.232 -0.628
C 0.017 11.276 -0.738
C 1.256 11.199 -1.353
C 1.651 9.976 -1.885
C 0.798 8.882 -1.787
C -0.424 9.059 -1.156
H -0.336 12.207 -0.304
H 1.898 12.070 -1.415
H 2.616 9.877 -2.374
H 1.077 7.916 -2.191
H -1.126 8.236 -1.057
*
```

=====

no.,HOMO energy (eV)
1,-4.0368
2,-10.7786